Below is a structure of composition C29H39BF3InN6O2S3, with properties calculated with ωB97M-V/def2-TZVPD.

Values from the calculation:
Largest force on an atom: 1.763 eV/Å
Net charge: +2
Gap between HOMO and LUMO: 8.0 eV

XYZ file:
```
84
Properties=species:S:1:pos:R:3:forces:R:3:lowdin_charge:R:1
In 3.20700 -2.56981 -0.20392 -0.3 -0.4 0.0 0.5817
C 2.89710 0.21089 -4.32732 0.2 -0.1 -0.3 -0.0410
C 2.18650 0.61229 -3.09022 -0.2 0.5 0.5 -0.2136
C 1.89760 1.92249 -2.79102 0.0 -0.7 0.1 0.1154
C 1.18660 2.23339 -1.60802 0.0 -0.3 -0.1 -0.1798
N 0.79490 1.28339 -0.80172 -0.4 0.3 0.5 0.1929
N 1.05620 0.00159 -1.06942 0.7 0.3 -1.0 0.0415
B 0.31550 -0.87471 -0.07892 0.5 1.0 0.3 -0.7147
N 0.17070 -2.35381 -0.23502 -0.2 -1.3 0.1 0.1031
N -0.89500 -1.60831 -0.55572 -0.8 -0.3 -0.3 0.2536
C -2.02420 -2.09021 -0.99392 0.0 -0.1 0.0 -0.0875
C -2.07750 -3.51241 -1.06912 0.5 -0.2 0.1 0.1220
C -1.03080 -4.31441 -0.68262 -0.2 0.6 -0.1 -0.1877
C -1.08470 -5.78721 -0.73252 0.0 -0.4 0.0 -0.0315
C 0.19790 -3.68691 -0.22872 0.0 0.5 0.0 -0.6262
S 1.57450 -4.55011 0.22978 0.5 0.4 0.0 0.8370
C -3.14570 -1.18631 -1.40302 -0.2 0.3 -0.1 -0.5223
C -4.41900 -1.60661 -0.65602 0.2 0.0 0.0 -0.0060
C -2.81070 0.27139 -1.08512 0.0 -0.2 0.0 -0.0257
C -3.34230 -1.35611 -2.91972 0.1 0.0 0.2 -0.0046
N 0.28510 -0.32901 1.33168 0.8 0.2 1.0 0.0549
N -0.89830 0.11109 1.75448 -0.7 0.1 -0.3 0.2044
C -1.03300 0.61359 2.95818 0.4 -0.2 0.2 -0.1621
C 0.06830 0.60719 3.84838 0.3 -0.2 -0.4 0.1130
C 1.30560 0.18179 3.42848 -0.5 0.0 -0.2 -0.2229
C 2.48940 0.18209 4.32358 0.3 0.0 0.2 -0.0505
C 1.40710 -0.28101 2.08148 -0.5 -0.1 0.0 -0.5143
S 2.98710 -0.66631 1.50438 0.4 -0.5 -0.7 0.8213
C -2.37400 1.21289 3.33888 -0.4 0.1 -0.1 -0.5315
C -3.51580 0.24249 3.01008 0.2 0.1 0.0 -0.0270
C -2.54320 2.49829 2.50678 0.0 -0.2 0.1 -0.0236
C -2.44330 1.56629 4.82728 0.1 -0.1 -0.2 -0.0443
C 1.76370 -0.37911 -2.15592 -0.3 0.1 0.1 -0.5448
S 2.11100 -2.03431 -2.46692 0.4 -0.5 0.6 0.8285
C 0.82140 3.65119 -1.25352 -0.1 0.2 0.1 -0.5451
C -0.07240 4.19919 -2.37822 0.1 -0.1 0.2 -0.0169
C 0.07070 3.69029 0.07658 0.1 0.0 -0.2 -0.0493
C 2.10950 4.47819 -1.14952 -0.1 -0.1 0.0 -0.0190
H 3.42310 1.05379 -4.76612 0.0 0.0 0.0 0.1013
H 2.17410 -0.15141 -5.06052 0.0 0.0 -0.1 0.1104
H 3.59580 -0.60661 -4.14502 0.0 0.1 0.0 0.0663
H 2.20940 2.71069 -3.45762 0.1 0.1 -0.1 0.1397
H -2.97760 -3.97261 -1.44772 -0.1 0.0 0.0 0.1421
H -2.08370 -6.15421 -0.94842 0.0 0.0 0.0 0.1027
H -0.74600 -6.20411 0.21518 0.0 -0.1 0.1 0.0953
H -0.39470 -6.16471 -1.49152 0.0 0.0 0.0 0.1141
H -4.26760 -1.56711 0.41968 0.0 0.0 0.1 0.0845
H -4.73000 -2.61071 -0.92492 -0.1 -0.1 0.0 0.0895
H -5.22240 -0.92431 -0.91532 -0.1 0.1 0.0 0.1055
H -2.61330 0.40479 -0.02452 0.0 0.1 0.0 0.0490
H -3.65330 0.89689 -1.36492 -0.1 0.1 -0.1 0.1076
H -1.93830 0.60889 -1.64072 0.1 0.1 -0.1 0.0822
H -3.56180 -2.38521 -3.18692 -0.1 -0.1 -0.1 0.0911
H -2.45380 -1.03871 -3.46082 0.1 0.0 -0.1 0.0954
H -4.17670 -0.73791 -3.23712 -0.1 0.1 0.0 0.1051
H -0.06610 0.91569 4.87118 0.0 0.1 0.1 0.1265
H 2.20490 0.42749 5.34348 0.0 0.0 0.0 0.0989
H 3.22990 0.91109 3.98828 0.0 0.0 0.0 0.1010
H 2.98780 -0.78851 4.31508 0.0 0.0 0.0 0.0893
H -3.49450 -0.04271 1.96338 0.0 -0.1 -0.1 0.0461
H -4.46970 0.72239 3.21538 -0.1 0.0 0.0 0.1006
H -3.44650 -0.65231 3.62358 0.0 -0.2 0.0 0.0966
H -2.53740 2.27509 1.44298 0.0 0.0 -0.1 0.0623
H -1.74400 3.20479 2.72038 0.1 0.1 0.0 0.0921
H -3.49050 2.97099 2.75488 -0.1 0.0 0.0 0.1001
H -2.30720 0.68509 5.44968 0.0 -0.1 0.1 0.0971
H -3.42350 1.97789 5.05288 -0.1 0.0 0.0 0.1006
H -1.70790 2.31869 5.10018 0.1 0.1 0.1 0.0912
H -0.95820 3.57909 -2.50222 -0.1 0.0 0.0 0.0902
H 0.45670 4.23879 -3.32712 0.0 0.0 -0.1 0.0859
H -0.39020 5.20749 -2.12772 0.0 0.1 0.0 0.1006
H -0.81540 3.06539 0.02978 -0.2 0.0 0.1 0.0626
H -0.23020 4.70919 0.29938 0.0 0.1 0.0 0.0996
H 0.70480 3.33329 0.88378 0.0 -0.1 0.2 0.0857
H 2.60740 4.56079 -2.11102 0.1 0.1 -0.1 0.0854
H 2.79940 4.03199 -0.43612 0.1 0.0 0.1 0.0961
H 1.86770 5.48049 -0.80762 0.0 0.1 0.0 0.1001
F 5.65470 -1.09861 0.12568 0.1 -0.1 0.2 0.0661
C 6.15380 -1.81441 -0.92802 -0.2 0.1 -0.1 -0.5202
F 5.25930 -1.52831 -1.92942 0.1 -0.2 -0.1 0.0720
F 7.31080 -1.32031 -1.26072 0.1 -0.2 0.1 0.2328
C 6.09720 -3.35981 -0.61422 0.9 1.3 -0.5 -0.5213
O 7.05460 -4.04431 -0.74962 0.3 -0.2 0.0 0.2059
O 4.91560 -3.70741 -0.23272 -1.7 -0.2 0.4 -0.1029
```
Forces are in eV/Å.

***

Below is a cluster of 2 separate species, C5H5F2NO2 in total, with properties calculated with ωB97M-V/def2-TZVPD.

Values from the calculation:
Largest force on an atom: 5.906 eV/Å
Gap between HOMO and LUMO (alpha / beta): 8.0 / 8.0 eV
Relative energy (zero: lowest compared OMol25 entry of this formula, charge and spin): 102.2 kcal per mole

XYZ file:
```
15
Properties=species:S:1:pos:R:3:forces:R:3:nbo_charge:R:1
C -1.40835 -2.21219 0.07314 1.4 4.4 0.3 -0.0850
C 1.44662 -0.02625 1.01807 1.6 2.2 -0.7 -0.0965
C 1.64160 0.01003 -0.56681 2.8 1.5 3.5 -0.1025
C -0.55488 0.31606 -0.05558 5.5 -2.0 0.9 0.7841
C -1.82890 1.02317 -0.34147 -0.6 0.6 -3.3 0.4724
N -1.74327 -3.25242 -0.23974 -0.8 -2.6 -0.6 -0.5502
O 0.04263 0.35666 1.15985 -0.9 0.3 -2.2 -0.4302
O 0.40997 0.24302 -1.08680 -4.8 0.1 1.2 -0.4374
F -1.55201 2.38841 -0.35559 -0.1 -0.8 1.0 -0.3277
F -2.75408 0.69967 0.54538 0.1 0.5 -0.3 -0.2683
H 1.56844 -1.04225 1.27889 -0.2 -1.0 0.9 0.2149
H 2.24809 0.67263 1.65462 -2.7 -1.6 -1.7 0.2283
H 2.34607 0.80424 -0.82807 -0.5 0.4 -0.2 0.1948
H 2.20653 -0.86084 -0.77679 -0.5 -1.5 -1.1 0.2122
H -2.06844 0.88004 -1.47911 -0.2 -0.6 2.3 0.1912
```
Forces are in eV/Å.

***

Below is a structure of composition C54H53BN6O3S4SbTl, with properties calculated with ωB97M-V/def2-TZVPD.

Values from the calculation:
Largest force on an atom: 0.406 eV/Å
Net charge: -2
Gap between HOMO and LUMO: 5.6 eV

XYZ file:
```
123
Properties=species:S:1:pos:R:3:forces:R:3:lowdin_charge:R:1
Tl 1.82873 0.47714 -0.03795 0.3 0.0 -0.1 0.5249
O 2.29910 3.33883 0.05307 -0.2 0.0 0.2 -0.1991
C 1.38574 4.42075 0.00968 0.0 -0.1 0.0 -0.2479
C 0.75856 4.76150 1.35489 0.1 0.0 0.0 -0.1715
C -0.05904 3.63000 1.98286 0.0 0.0 0.1 -0.1523
C -1.24260 3.21541 1.15352 0.0 0.0 0.0 -0.2967
C -2.35902 4.04558 1.04552 0.0 0.0 0.0 -0.0309
C -3.43848 3.63737 0.28562 0.0 0.0 0.0 -0.0732
C -3.37117 2.41149 -0.36071 0.0 0.0 0.0 -0.0585
C -2.22253 1.65498 -0.20227 0.0 -0.1 -0.1 -0.1534
N -1.18427 2.03387 0.54122 0.0 0.0 0.0 0.1390
H 2.98082 3.45904 0.72477 0.1 0.0 -0.1 0.0746
H 0.62049 4.10839 -0.70408 0.0 0.0 0.0 0.1087
H 1.87055 5.31381 -0.40468 0.0 0.0 0.0 0.1169
H 0.12813 5.64917 1.22689 0.0 0.0 0.0 0.1077
H 1.55475 5.04495 2.05311 0.0 0.0 0.0 0.1119
H -0.42049 3.96439 2.95935 0.0 0.0 0.1 0.1129
H 0.56715 2.75607 2.15728 0.0 -0.1 0.0 0.0623
H -2.37559 4.99100 1.57543 0.0 0.0 0.0 0.1105
H -4.32316 4.25791 0.20704 0.0 0.0 0.0 0.1004
H -4.18985 2.03579 -0.95936 0.0 0.0 0.0 0.1034
H -2.12265 0.68921 -0.69024 0.0 0.1 0.0 0.0664
C 3.25389 -2.56641 2.29069 0.0 0.0 0.0 -0.0776
N 4.46479 -2.28685 1.56226 0.0 0.0 -0.1 -0.1238
C 5.70000 -2.04063 2.13229 -0.1 0.0 0.0 -0.0748
C 6.54495 -1.79236 1.11406 0.1 0.0 0.0 -0.1109
N 5.85096 -1.89165 -0.06998 0.0 0.0 0.0 -0.0363
B 6.46223 -1.56751 -1.45163 0.0 0.0 0.0 -0.4909
N 5.77333 -0.31549 -2.10501 0.0 0.0 0.0 -0.0007
C 5.70277 -0.20402 -3.47593 0.0 0.0 0.0 -0.0878
C 5.14286 0.98309 -3.78631 0.0 0.0 0.0 -0.0708
N 4.86476 1.60617 -2.58851 0.0 0.0 0.0 -0.1150
C 4.24813 2.90498 -2.43245 0.0 0.0 0.0 -0.0576
C 5.25041 0.80256 -1.55926 0.0 0.0 0.0 -0.7324
S 5.06352 1.21503 0.08806 0.0 0.1 0.0 0.5396
C 4.56244 -2.19433 0.20358 0.0 0.0 0.1 -0.7764
S 3.27814 -2.41602 -0.88328 0.0 0.0 -0.1 0.5324
H 3.09798 -1.81931 3.06777 0.0 0.0 0.0 0.0461
H 3.28806 -3.57027 2.72611 0.0 0.0 0.0 0.0907
H 2.43454 -2.51635 1.57688 0.0 0.0 0.0 0.0164
H 5.84440 -2.03539 3.19816 0.0 0.0 0.0 0.1066
H 7.58407 -1.51865 1.12059 0.0 0.0 0.0 0.1053
H 6.30466 -2.48768 -2.22279 0.0 0.0 0.0 0.0613
H 7.64430 -1.33062 -1.27231 0.0 0.0 0.0 0.0640
H 6.02642 -1.00942 -4.11061 0.0 0.0 0.0 0.1101
H 4.86730 1.41484 -4.73232 0.0 0.0 0.0 0.1119
H 4.28224 3.41408 -3.39482 0.0 0.0 0.0 0.0816
H 4.80016 3.47606 -1.68672 0.0 0.0 0.0 0.0693
H 3.21697 2.80519 -2.10027 0.0 0.0 0.0 0.0489
S 1.08245 0.23349 3.64422 0.0 0.0 -0.1 -0.0314
Sb -0.69015 -0.91304 2.83229 -0.1 0.0 0.2 1.2188
C -2.44725 0.28301 3.10110 0.1 0.1 0.0 -0.3337
C -2.22140 1.42422 3.86789 0.0 0.0 -0.1 -0.1577
C -3.27716 2.25243 4.22321 0.0 0.0 0.0 -0.0936
C -4.56768 1.94765 3.81376 0.0 0.0 0.0 -0.0922
C -4.79917 0.80377 3.06331 0.0 0.0 0.0 -0.0634
C -3.74619 -0.03166 2.71047 0.0 -0.1 0.1 -0.1028
C -1.06218 -2.35327 4.36580 -0.1 0.0 0.0 -0.3299
C -2.24704 -2.31016 5.09357 -0.1 -0.2 -0.1 -0.1039
C -2.43409 -3.15268 6.18393 0.0 0.0 0.0 -0.0878
C -1.43617 -4.03813 6.56032 0.0 0.0 0.0 -0.1023
C -0.24650 -4.07846 5.84444 0.0 0.0 0.0 -0.0920
C -0.06152 -3.23816 4.75718 0.1 0.0 0.1 -0.1337
C -0.83532 -2.15941 1.04154 -0.3 0.0 0.3 -0.7092
C -2.14034 -1.90260 0.36048 0.1 -0.1 -0.3 -0.5117
C -2.64143 -4.15974 -0.69397 0.0 0.0 -0.1 -0.0322
C -1.56532 -4.88513 -0.39813 0.1 0.0 0.0 -0.0969
C -0.63179 -4.66926 0.70335 0.0 0.0 0.0 -0.0861
C -0.33120 -3.53067 1.33032 0.0 0.1 -0.1 -0.1625
H -1.21035 1.65658 4.18552 0.0 0.0 0.0 0.0427
H -3.08669 3.13708 4.81998 0.0 0.0 0.0 0.0979
H -5.39329 2.59395 4.08723 0.0 0.0 0.0 0.0959
H -5.80287 0.53421 2.75752 0.0 0.0 0.0 0.1095
H -3.98299 -0.94442 2.18316 0.0 -0.1 -0.1 0.0781
H -3.04545 -1.63775 4.80587 0.0 0.0 0.0 0.0916
H -3.36781 -3.11610 6.73171 0.0 0.0 0.0 0.0998
H -1.58155 -4.69359 7.41031 0.0 0.0 0.0 0.0937
H 0.54263 -4.76182 6.13396 0.0 0.0 0.0 0.0976
H 0.88895 -3.26305 4.23744 0.0 0.1 0.0 0.0842
H -2.61925 -0.97042 0.64243 0.0 -0.1 0.0 0.0548
H -3.22970 -4.45205 -1.55888 0.0 0.0 0.0 0.1098
H -1.34572 -5.74256 -1.02630 0.0 0.0 0.0 0.0954
H -0.07902 -5.54603 1.02663 0.0 0.0 0.0 0.1036
H 0.43045 -3.59076 2.09242 0.1 0.0 0.1 0.0643
O -8.30022 -1.89536 0.65402 0.0 0.0 0.0 0.0323
C -7.35085 -2.45851 1.50490 0.0 0.0 0.0 -0.5429
O -7.75239 -2.77672 2.61453 0.0 0.0 0.0 0.0043
C -6.02500 -2.59644 0.99676 0.0 0.0 0.0 -0.2154
C -5.56405 -2.14591 -0.28400 0.0 0.1 0.1 -0.0779
C -4.30202 -2.30412 -0.73103 0.0 -0.1 0.0 -0.0734
C -3.20237 -2.97985 0.06762 0.0 0.2 0.2 -0.4247
S -0.67333 -1.54304 -0.65188 0.0 0.0 0.1 0.8542
C -3.74948 -3.41233 1.42461 0.0 -0.1 -0.1 -0.0516
C -5.03187 -3.23640 1.80224 0.0 0.1 0.0 -0.0717
H -7.88544 -1.75330 -0.20251 0.0 0.0 0.0 0.0523
H -6.23082 -1.60387 -0.95437 0.0 0.0 0.0 0.0948
H -4.01293 -1.90055 -1.69787 0.0 0.0 0.0 0.1013
H -3.04548 -3.89073 2.09807 0.0 0.0 0.0 0.0999
H -5.33768 -3.56886 2.78916 0.0 0.0 0.0 0.1121
N 1.44610 1.05184 -2.32943 -0.1 0.1 0.0 -0.0195
C 1.24691 1.36070 -3.52084 0.1 -0.1 0.0 -0.3997
C 1.53282 0.42239 -4.68278 0.0 0.0 0.0 -0.1602
C 1.09067 0.65399 -5.98319 0.0 0.0 0.0 -0.0562
C 1.35957 -0.25730 -7.00015 0.0 0.0 0.0 -0.1142
C 2.07867 -1.41070 -6.72642 0.0 0.0 0.0 -0.1207
C 2.52124 -1.65150 -5.42837 0.0 0.0 0.0 -0.0844
C 2.24870 -0.74609 -4.41804 0.0 0.0 0.0 -0.0411
C 0.72467 2.74403 -3.87872 0.0 0.0 0.0 -0.1811
C -0.42855 3.21617 -3.25585 0.0 0.0 0.0 -0.0420
C -0.86681 4.51767 -3.44598 0.0 0.0 0.0 -0.0991
C -0.14564 5.38337 -4.26169 0.0 0.0 0.0 -0.1209
C 1.00316 4.92555 -4.89219 0.0 0.0 0.0 -0.1046
C 1.42484 3.61323 -4.71181 0.0 0.0 0.0 -0.0664
H 0.52270 1.55020 -6.20405 0.0 0.0 0.0 0.0998
H 1.00189 -0.06490 -8.00575 0.0 0.0 0.0 0.0866
H 2.29121 -2.12167 -7.51678 0.0 0.0 0.0 0.0859
H 3.08375 -2.54971 -5.20091 0.0 0.0 0.0 0.1007
H 2.57947 -0.91791 -3.39898 0.0 0.0 0.0 0.0707
H -0.96011 2.54736 -2.59149 0.0 0.0 0.1 0.0971
H -1.76580 4.86024 -2.94493 0.0 0.0 0.0 0.0929
H -0.47530 6.40620 -4.40219 0.0 0.0 0.0 0.0859
H 1.57544 5.59364 -5.52646 0.0 0.0 0.0 0.0900
H 2.31705 3.25799 -5.21658 0.0 0.0 0.0 0.1071
```
Forces are in eV/Å.

***

Below is an isolated molecule of C5H12N2, with properties calculated with ωB97M-V/def2-TZVPD.

Values from the calculation:
SMILES: N/C=C/CCCN
Largest force on an atom: 3.651 eV/Å
Gap between HOMO and LUMO: 8.9 eV
Relative energy (zero: lowest compared OMol25 entry of this formula, charge and spin): 42.9 kcal per mole

XYZ file:
```
19
Properties=species:S:1:pos:R:3:forces:R:3:nbo_charge:R:1
N 2.94954 0.81611 -0.16484 0.1 -0.5 0.5 -0.8242
C 1.84370 0.19314 0.36761 -1.3 -0.5 -0.4 -0.0086
C 1.17067 -0.85091 -0.15371 0.6 0.0 0.6 -0.3139
C -0.16758 -1.36269 0.39139 1.0 -1.1 -1.8 -0.4454
C -1.37100 -0.88059 -0.43793 -1.4 2.3 2.5 -0.3969
C -2.14142 0.41282 0.11841 2.7 -1.0 -0.4 -0.2082
N -1.16125 1.48561 0.29266 -0.7 1.3 0.2 -0.8854
H 3.23982 1.72362 0.13432 0.0 0.0 0.1 0.3918
H 3.29577 0.47257 -1.03569 0.1 0.1 -0.2 0.3833
H 1.38068 0.58357 1.26710 0.4 0.7 0.0 0.1980
H 1.68051 -1.47423 -0.88997 -0.4 0.3 -0.4 0.1879
H -0.17176 -1.24562 1.46013 -0.6 0.2 0.5 0.2152
H -0.15619 -2.44064 0.15729 0.1 0.1 0.6 0.2077
H -1.01222 -0.48852 -1.38595 -0.2 -0.8 -0.5 0.2078
H -2.24601 -1.53870 -0.41317 0.7 -0.8 -0.8 0.2060
H -2.59104 0.29266 1.11993 -0.4 -0.5 -0.8 0.1836
H -2.80447 0.54916 -0.73777 -0.6 0.6 0.6 0.1758
H -0.22180 1.38147 -0.04403 -0.1 -0.6 -0.4 0.3703
H -1.51594 2.37118 -0.04576 0.1 0.0 0.2 0.3553
```
Forces are in eV/Å.

***

Which E_tot belongs to each record? In order, -3316.2379, -598.3080, -4674.2098, -307.1611 Ha.